C17H13N3O6S | ωB97M-V with the def2-TZVPD basis set

Structure (XYZ):
```
40
Properties=species:S:1:pos:R:3:forces:R:3:nbo_charge:R:1
C 2.1392 4.0666 -0.0504 -1.55 0.36 -1.12 -0.247
O 1.2839 3.0882 -0.6679 -0.24 -1.44 0.00 -0.541
C 0.0286 2.7696 -0.1417 1.66 1.24 0.17 0.319
C -0.8080 3.8311 0.1678 -2.85 -0.87 0.11 -0.356
C -2.1650 3.4365 0.4663 0.97 0.51 0.94 0.340
O -3.1655 4.3261 0.7813 -0.77 0.37 0.05 -0.515
C -2.8672 5.5214 1.5485 0.35 -3.11 1.13 -0.238
C -2.5032 2.0929 0.6058 0.55 -0.98 1.79 -0.269
C -1.5094 1.0953 0.5927 -0.20 -1.02 -1.56 -0.059
C -1.7974 -0.3634 0.9201 1.34 3.27 -1.85 0.473
N -2.9192 -0.6322 1.4159 0.09 -1.75 0.84 -0.262
N -2.8288 -1.9807 1.6644 -0.41 -2.87 1.08 -0.307
C -1.6641 -2.4413 1.3192 -0.97 2.55 -1.81 0.273
S -1.0416 -4.0441 1.2368 -0.93 -1.52 1.15 0.381
C 0.2016 -4.0892 0.0129 1.27 2.10 -1.04 -0.178
C -0.0497 -4.7651 -1.2049 -0.48 -1.30 1.71 -0.183
C 0.8920 -4.8719 -2.1829 1.15 -0.55 -1.85 -0.161
C 2.0775 -4.1783 -2.0677 2.04 -0.05 3.40 -0.136
C 3.1840 -4.3048 -3.0544 -3.19 1.40 -0.95 0.396
O 2.8867 -4.8693 -4.0636 1.01 -1.48 -1.45 -0.485
C 2.4197 -3.5583 -0.8438 0.61 0.92 -0.71 -0.151
C 1.4442 -3.3895 0.1488 -0.45 -0.72 -1.60 0.057
N 1.7249 -2.4269 1.2062 0.69 -0.28 1.94 0.494
O 2.2650 -1.3514 0.8569 -1.46 -2.47 1.45 -0.338
O 1.4598 -2.8624 2.3695 0.93 2.17 -2.80 -0.350
O -0.9437 -1.4362 0.6947 -0.69 1.29 1.22 -0.445
C -0.2990 1.4192 0.0711 1.92 0.61 -1.05 -0.226
H 2.9085 3.5815 0.5873 -0.65 0.53 -0.20 0.195
H 1.4203 4.7832 0.4153 1.32 -0.30 0.39 0.177
H 2.5605 4.5758 -0.9446 0.27 -0.20 0.92 0.196
H -0.5982 4.9036 0.1039 0.27 -0.65 -0.16 0.230
H -2.4113 6.1895 0.9457 1.12 2.60 -2.07 0.169
H -3.6700 5.9526 2.1281 -0.79 -0.39 -0.52 0.204
H -2.1221 5.2291 2.2647 0.49 -0.11 0.67 0.176
H -3.3851 1.7435 1.1169 -0.71 0.64 -0.36 0.248
H -0.8948 -5.4553 -1.2104 -0.15 0.59 -0.19 0.239
H 0.9244 -5.5492 -3.0775 -0.97 0.73 0.91 0.263
H 3.9164 -3.5179 -3.0875 1.44 0.06 0.68 0.140
H 3.5005 -3.1814 -0.7485 -1.98 -0.21 0.12 0.246
H 0.4054 0.6634 -0.2947 -0.04 0.32 0.60 0.232
```
Forces are in eV/Å.

Results
Kohn-Sham gap = 7.118 eV
Energy = -1669.24390 Eh
LUMO energy = -1.4475 eV
E_HOMO = -8.565 eV
ΔE to the lowest compared entry with this formula, charge and spin = 649.40 kJ/mol
2S+1 = 1
Net charge = 0
Largest force on an atom = 3.99 eV Å⁻¹

***

C2H5IO2 | ωB97M-V with the def2-TZVPD basis set

Structure (XYZ):
```
10
Properties=species:S:1:pos:R:3:forces:R:3:nbo_charge:R:1
C -1.8299 0.3051 0.1963 -2.52 -2.74 1.56 -0.738
C -0.4573 0.4989 -0.2234 1.28 0.92 0.72 0.445
O 0.4592 -0.2907 -0.2477 -1.20 -0.02 -0.36 -0.541
O 2.8634 -1.5088 0.1865 1.74 0.17 2.03 -0.861
I 3.5215 0.3355 0.1038 0.53 0.42 0.31 0.391
H -1.9271 0.3782 1.4012 0.30 -0.38 -2.87 0.263
H -2.6008 0.9686 -0.2465 0.90 0.02 0.27 0.237
H -2.0741 -0.7386 -0.2063 -0.14 1.04 1.23 0.239
H 2.3630 -1.4991 -0.5828 -1.95 -0.55 -2.20 0.473
H -0.3180 1.5510 -0.3811 1.07 1.13 -0.69 0.093
```
Forces are in eV/Å.

Results
Kohn-Sham gap = 8.804 eV
Energy = -527.29696 Eh
LUMO energy = -0.1569 eV
E_HOMO = -8.961 eV
ΔE to the lowest compared entry with this formula, charge and spin = 215.76 kJ/mol
2S+1 = 1
Net charge = 0
Largest force on an atom = 4.04 eV Å⁻¹

***

C4H3N3O | ωB97M-V with the def2-TZVPD basis set

Structure (XYZ):
```
11
Properties=species:S:1:pos:R:3:forces:R:3:nbo_charge:R:1
O -1.9427 1.6906 -2.1134 7.13 -5.17 -1.58 -0.535
C -0.8031 0.9139 -2.2670 -6.44 4.79 2.50 0.477
N 0.0614 1.0314 -1.1448 -2.12 -0.56 -2.49 -0.382
C 0.0426 0.2539 -0.1789 2.00 -0.74 4.51 0.515
N 0.6430 0.8673 1.0629 0.68 -3.69 0.61 -0.351
C 0.8707 -0.1724 1.8684 -0.07 5.00 0.95 -0.009
C 0.3477 -1.4224 1.3401 -1.63 2.26 -4.98 0.040
N -0.1974 -1.2002 0.1443 0.49 0.96 0.49 -0.404
H -0.6147 0.2829 -3.1443 0.12 0.38 0.21 0.179
H 1.2582 0.1931 2.8981 -0.52 -1.58 -1.73 0.238
H 0.3343 -2.4381 1.5347 0.35 -1.66 1.50 0.232
```
Forces are in eV/Å.

Results
Kohn-Sham gap = 8.500 eV
Energy = -393.58932 Eh
LUMO energy = -1.9116 eV
E_HOMO = -10.412 eV
ΔE to the lowest compared entry with this formula, charge and spin = 341.56 kJ/mol
2S+1 = 1
Net charge = 0
Largest force on an atom = 8.95 eV Å⁻¹

***

C35H34Br3ClO20Si2 | ωB97M-V with the def2-TZVPD basis set

Structure (XYZ):
```
95
Properties=species:S:1:pos:R:3:forces:R:3:lowdin_charge:R:1
C -1.7232 -2.4554 -0.6409 0.69 -0.10 -0.58 -0.109
C -2.3089 -1.8189 -1.9066 -0.45 -0.16 0.53 -0.330
C -2.0032 -0.3366 -2.0918 0.41 -0.46 -0.47 -0.701
Br -2.7944 0.7365 -0.6750 0.03 -0.31 -0.70 0.910
Si -0.1846 0.0740 -2.3840 -0.74 0.29 0.54 0.462
C 0.1090 1.9054 -2.1374 0.11 0.29 -0.34 -0.212
O -0.2747 2.7234 -3.2705 0.43 -0.57 -0.16 -0.097
C 0.4183 3.9043 -3.2052 -0.41 0.90 0.42 -0.542
C 1.4146 4.1410 -4.2809 0.12 0.07 -0.27 0.004
O 0.2113 4.6866 -2.3198 0.06 -0.14 0.14 0.135
C 0.1509 -0.5741 -4.1412 -0.58 0.11 -0.19 -0.195
C 1.0568 0.2171 -5.0123 0.13 -0.01 -0.17 -0.854
O 2.2362 0.1648 -5.0413 0.44 0.00 0.12 0.043
Cl 0.2137 1.2956 -6.1580 -0.15 0.01 -0.06 0.683
O 0.7496 -0.6722 -1.2385 0.26 0.12 -0.50 -0.309
Si 2.3631 -0.8667 -1.5570 0.73 -0.33 0.14 0.451
C 3.4285 -0.8599 -0.0182 -0.38 0.31 -0.20 -0.812
Br 3.9305 -2.5895 0.6128 0.01 0.08 0.09 0.713
C 3.8781 0.2437 0.5795 -0.06 -0.45 0.03 -0.812
C 4.7943 0.3676 1.7324 0.57 -0.13 -0.06 -0.171
Br 3.3049 1.9329 -0.0824 -0.07 0.15 0.05 0.814
H -0.7583 -2.9044 -0.8737 0.11 -0.04 0.08 0.067
H -2.3509 -3.2557 -0.2638 -0.20 0.08 0.16 0.067
H -1.5207 -1.7072 0.1186 -0.26 -0.02 0.26 0.051
H -1.9691 -2.3452 -2.8012 0.08 -0.05 -0.08 0.108
H -3.3891 -1.9597 -1.8763 -0.12 0.14 -0.16 0.097
H -2.4994 -0.0244 -3.0108 -0.21 0.28 0.08 0.067
H -0.3832 2.2712 -1.2382 -0.07 -0.09 0.15 0.078
H 1.1808 2.0444 -1.9784 0.14 -0.12 0.09 0.036
H 1.9893 5.0338 -4.0644 -0.04 0.12 0.16 0.085
H 0.9090 4.3093 -5.2297 -0.03 -0.27 -0.14 0.093
H 2.1069 3.3095 -4.3751 -0.11 -0.19 -0.19 0.067
H -0.8224 -0.5845 -4.6306 -0.15 -0.03 0.10 0.072
H 0.4886 -1.6096 -4.1226 0.27 -0.03 0.18 0.104
H 2.8602 0.2030 -2.4359 -0.17 0.09 -0.06 -0.009
H 2.6091 -2.1497 -2.2433 -0.18 -0.07 0.08 -0.003
H 5.6141 1.0336 1.4670 -0.03 0.21 0.07 0.080
H 5.2356 -0.5947 1.9701 -0.10 -0.14 0.10 0.045
H 4.2803 0.7389 2.6114 -0.04 0.14 0.05 0.069
C 5.1777 4.3401 -3.1856 -0.19 -0.03 -0.09 0.073
C 6.2856 4.5113 -2.4511 -0.19 -0.01 -0.03 -0.237
C 7.6610 4.2647 -3.0196 0.11 -0.12 -0.29 -0.313
O 8.6109 4.4640 -2.2863 -0.04 0.04 0.16 0.108
C 7.7716 3.8012 -4.3897 0.11 0.02 0.07 0.075
C 6.6615 3.6227 -5.1199 0.22 -0.01 -0.02 -0.235
C 5.2897 3.8975 -4.5624 -0.18 0.06 0.33 -0.300
O 4.3364 3.7216 -5.3007 0.22 -0.03 -0.15 0.099
O 6.6724 3.1982 -6.3741 -0.08 0.01 -0.01 0.121
O 6.2726 4.9036 -1.1875 0.08 0.01 0.03 0.116
H 4.1853 4.5123 -2.7928 0.02 0.03 0.06 0.126
H 8.7609 3.6102 -4.7804 -0.01 0.00 -0.03 0.136
H 5.7384 3.1599 -6.6583 -0.04 0.00 0.01 0.122
H 7.2075 4.9467 -0.9065 0.04 0.01 -0.01 0.122
C -5.2016 -7.1950 0.6470 -0.02 -0.07 0.11 0.074
C -4.8577 -6.5098 -0.4518 0.04 -0.18 0.10 -0.238
C -5.4785 -5.1782 -0.7912 -0.24 0.20 0.14 -0.317
O -5.0865 -4.6221 -1.8015 0.15 -0.07 -0.09 0.096
C -6.4944 -4.6422 0.0908 0.03 0.08 -0.11 0.075
C -6.8418 -5.3287 1.1890 -0.04 0.18 -0.11 -0.236
C -6.2036 -6.6492 1.5422 0.22 -0.19 -0.14 -0.314
O -6.5712 -7.1899 2.5678 -0.13 0.08 0.07 0.109
O -7.7594 -4.9148 2.0478 0.00 -0.06 0.06 0.121
O -3.9542 -6.9329 -1.3239 0.01 0.06 -0.05 0.116
H -4.7611 -8.1488 0.9001 0.02 0.00 -0.02 0.136
H -6.9433 -3.6940 -0.1693 -0.01 0.01 0.03 0.137
H -7.8074 -5.5976 2.7453 0.01 -0.03 0.02 0.122
H -3.9032 -6.2446 -2.0153 -0.01 0.04 -0.01 0.119
C -3.8094 3.9174 3.3480 0.02 0.08 0.08 0.073
C -3.9549 2.9175 2.4645 0.09 0.14 0.10 -0.233
C -5.3018 2.2955 2.1835 -0.27 0.04 0.11 -0.311
O -5.3520 1.4052 1.3577 0.16 -0.05 -0.05 0.081
C -6.4561 2.7877 2.9136 -0.01 -0.08 -0.07 0.073
C -6.3051 3.7839 3.7961 -0.15 -0.13 -0.08 -0.239
C -4.9653 4.4211 4.0594 0.30 -0.04 -0.10 -0.317
O -4.9310 5.3314 4.8674 -0.14 0.02 0.07 0.103
O -7.3035 4.2914 4.5049 0.03 0.06 0.04 0.115
O -2.9409 2.4120 1.7839 -0.13 -0.19 -0.09 0.048
H -2.8511 4.3717 3.5555 0.02 -0.01 -0.03 0.136
H -7.4129 2.3255 2.7165 -0.01 0.02 0.01 0.135
H -6.9106 4.9965 5.0559 0.03 0.03 0.00 0.119
H -3.2806 1.6993 1.1916 -0.04 0.47 0.74 -0.052
C 0.8861 -3.1448 5.5046 -0.05 -0.08 0.08 0.075
C 1.3656 -2.2883 4.5914 -0.16 -0.13 0.02 -0.232
C 2.6975 -1.6017 4.7633 0.16 -0.03 0.19 -0.300
O 3.0548 -0.8536 3.8710 -0.13 0.02 -0.04 0.083
C 3.4646 -1.8644 5.9625 0.06 0.09 -0.09 0.077
C 2.9837 -2.7191 6.8769 0.16 0.13 -0.04 -0.235
C 1.6619 -3.4243 6.6962 -0.24 0.00 -0.23 -0.314
O 1.3186 -4.1946 7.5729 0.11 0.00 0.13 0.109
O 3.6154 -3.0164 8.0005 -0.05 -0.06 0.04 0.121
O 0.7233 -1.9785 3.4762 0.06 0.06 -0.03 0.118
H -0.0657 -3.6437 5.3909 0.00 0.01 -0.03 0.136
H 4.4107 -1.3559 6.0820 0.01 -0.02 0.02 0.136
H 3.0465 -3.6575 8.4704 -0.03 -0.03 0.00 0.122
H 1.2929 -1.3476 2.9941 0.03 0.00 -0.02 0.116
```
Forces are in eV/Å.

Results
Kohn-Sham gap = 7.899 eV
Energy = -11620.22065 Eh
LUMO energy = -1.6088 eV
E_HOMO = -9.508 eV
2S+1 = 1
Net charge = 0
Largest force on an atom = 1.07 eV Å⁻¹